Computed, not measured: an isolated molecule of C20H18N4O3S, with ωB97M-V/def2-TZVPD.

Bonds (Å) are listed after each position.
Atoms and positions in Å:
1 N -0.750 -4.792 1.940  C2 1.464, H29 1.004, H30 1.017
2 C -1.190 -5.880 1.064  N1 1.464, C3 1.538, H31 1.140, H32 1.033
3 C -0.516 -5.733 -0.311  C2 1.538, C4 1.503, H33 1.095, H34 1.051
4 C -1.076 -4.615 -1.144  C3 1.503, O5 1.238, N6 1.386
5 O -0.700 -4.525 -2.320  C4 1.238
6 N -1.759 -3.531 -0.615  C4 1.386, C7 1.450, H35 1.011
7 C -1.676 -2.174 -1.118  N6 1.450, C8 1.348, C28 1.449
8 C -2.162 -1.739 -2.297  C7 1.348, C9 1.377, H36 1.069
9 C -2.355 -0.401 -2.560  C8 1.377, C10 1.403, H37 1.071
10 C -2.145 0.660 -1.666  C9 1.403, C11 1.408, H38 1.108
11 C -1.525 0.291 -0.457  C10 1.408, C12 1.426, C28 1.411
12 C -0.998 1.052 0.628  C11 1.426, S13 1.845, N26 1.333
13 S -1.240 2.849 0.970  C12 1.845, O14 1.440, O15 1.464, C16 1.863
14 O -2.443 3.334 0.343  S13 1.440
15 O -1.228 3.176 2.397  S13 1.464
16 C 0.209 3.798 0.283  S13 1.863, C17 1.387, C25 1.438
17 C -0.149 4.711 -0.697  C16 1.387, C18 1.467, H39 1.081
18 C 0.948 5.363 -1.422  C17 1.467, C19 1.358, H40 1.108
19 C 2.247 5.066 -1.161  C18 1.358, C20 1.442, H41 1.056
20 C 2.587 4.080 -0.165  C19 1.442, C21 1.467, C25 1.365
21 C 4.010 3.918 0.154  C20 1.467, C22 1.400, H42 1.108
22 C 4.320 2.993 1.157  C21 1.400, C23 1.385, H43 1.040
23 C 3.295 2.319 1.799  C22 1.385, C24 1.408, H44 1.110
24 C 1.931 2.488 1.491  C23 1.408, C25 1.421, H45 1.119
25 C 1.581 3.405 0.463  C16 1.438, C20 1.365, C24 1.421
26 N -0.441 0.189 1.476  C12 1.333, N27 1.355
27 N -0.730 -1.072 1.074  N26 1.355, C28 1.430, H46 0.992
28 C -1.359 -1.089 -0.211  C7 1.449, C11 1.411, N27 1.430
29 H -1.375 -4.704 2.722  N1 1.004
30 H 0.189 -5.039 2.240  N1 1.017
31 H -0.684 -6.781 1.547  C2 1.140
32 H -2.214 -6.006 1.111  C2 1.033
33 H 0.559 -5.567 -0.188  C3 1.095
34 H -0.650 -6.646 -0.813  C3 1.051
35 H -1.904 -3.646 0.379  N6 1.011
36 H -2.177 -2.503 -3.045  C8 1.069
37 H -2.867 -0.174 -3.474  C9 1.071
38 H -2.552 1.688 -1.740  C10 1.108
39 H -1.172 4.890 -0.996  C17 1.081
40 H 0.704 6.093 -2.219  C18 1.108
41 H 3.012 5.537 -1.715  C19 1.056
42 H 4.873 4.430 -0.317  C21 1.108
43 H 5.284 2.630 1.303  C22 1.040
44 H 3.707 1.563 2.499  C23 1.110
45 H 1.093 2.002 2.052  C24 1.119
46 H -0.512 -1.907 1.562  N27 0.992

Values from the calculation:
Structure (SMILES): NCCC(=O)Nc1cccc2c(S(=O)(=O)c3cccc4ccccc34)n[nH]c12
Kohn-Sham gap: 8.46 eV
Net charge: 0
Lowest unoccupied orbital energy: 0.0001 Eh
HOMO level: -8.463 eV
ΔE to the lowest compared entry with this formula, charge and spin: 3.824 eV

Per-atom natural (NBO) charges, elementary charge units: -0.87 -0.22 -0.49 0.68 -0.61 -0.63 0.15 -0.21 -0.22 -0.17 -0.12 -0.15 2.10 -0.92 -0.91 -0.16 -0.20 -0.22 -0.18 0.03 -0.20 -0.21 -0.21 -0.17 -0.16 -0.18 -0.34 0.11 0.37 0.37 0.18 0.20 0.24 0.24 0.40 0.25 0.22 0.25 0.25 0.22 0.21 0.22 0.21 0.21 0.24 0.42



Computed, not measured: a cluster of 5 separate species, C18H50N4O6 in total, with ωB97M-V/def2-TZVPD.

Bonds (Å) are listed after each position.
Atoms and positions in Å:
1 C 12.320 -5.999 -24.901  O2 1.393, H7 1.060, H8 1.143, H9 1.076
2 O 12.013 -6.441 -23.617  C1 1.393, C3 1.351
3 C 13.022 -6.649 -22.743  O2 1.351, C4 1.513, H10 1.083, H11 1.105
4 C 12.475 -7.548 -21.655  C3 1.513, C5 1.565, N6 1.453, H12 1.148
5 C 11.268 -6.900 -20.898  C4 1.565, H13 1.103, H14 1.014, H15 1.116
6 N 13.270 -7.784 -20.462  C4 1.453, H16 1.038, H17 1.055
7 H 11.470 -5.546 -25.342  C1 1.060
8 H 12.723 -6.933 -25.422  C1 1.143
9 H 13.062 -5.220 -24.939  C1 1.076
10 H 13.986 -7.009 -23.081  C3 1.083
11 H 13.223 -5.626 -22.376  C3 1.105
12 H 12.079 -8.564 -22.014  C4 1.148
13 H 10.729 -7.505 -20.149  C5 1.103
14 H 10.588 -6.634 -21.601  C5 1.014
15 H 11.553 -6.006 -20.294  C5 1.116
16 H 14.105 -8.348 -20.713  N6 1.038
17 H 13.754 -6.891 -20.176  N6 1.055
18 C 11.409 -12.795 -21.882  O19 1.429, H24 1.026, H25 1.122, H26 1.122
19 O 11.909 -11.490 -21.583  C18 1.429, C20 1.412
20 C 11.651 -11.021 -20.276  O19 1.412, C21 1.511, H27 1.099, H28 1.039
21 C 10.177 -10.840 -19.999  C20 1.511, C22 1.541, N23 1.387, H29 1.105
22 C 9.435 -10.007 -21.061  C21 1.541, H30 1.107, H31 1.097, H32 1.096
23 N 10.042 -10.189 -18.782  C21 1.387, H33 1.018, H34 1.027
24 H 11.654 -13.043 -22.846  C18 1.026
25 H 10.287 -12.786 -21.895  C18 1.122
26 H 11.750 -13.639 -21.226  C18 1.122
27 H 12.152 -11.657 -19.533  C20 1.099
28 H 12.046 -10.060 -20.293  C20 1.039
29 H 9.652 -11.810 -19.925  C21 1.105
30 H 9.318 -10.592 -21.993  C22 1.107
31 H 9.944 -9.131 -21.481  C22 1.097
32 H 8.376 -9.805 -20.861  C22 1.096
33 H 10.131 -10.880 -18.040  N23 1.018
34 H 10.630 -9.380 -18.550  N23 1.027
35 C 6.058 -5.887 -26.936  O36 1.455, H41 1.099, H42 1.132, H43 1.090
36 O 7.357 -6.157 -26.339  C35 1.455, C37 1.412
37 C 7.376 -7.362 -25.605  O36 1.412, C38 1.526, H44 1.059, H45 1.126
38 C 7.024 -7.163 -24.134  C37 1.526, C39 1.543, N40 1.421, H46 1.128
39 C 7.963 -6.087 -23.552  C38 1.543, H47 1.075, H48 1.080, H49 1.056
40 N 7.311 -8.439 -23.578  C38 1.421, H50 1.051, H51 0.974
41 H 6.004 -4.918 -27.450  C35 1.099
42 H 5.348 -5.812 -26.058  C35 1.132
43 H 5.850 -6.635 -27.701  C35 1.090
44 H 6.968 -8.210 -26.091  C37 1.059
45 H 8.436 -7.737 -25.671  C37 1.126
46 H 5.942 -6.844 -24.125  C38 1.128
47 H 7.912 -6.106 -22.479  C39 1.075
48 H 7.536 -5.201 -23.999  C39 1.080
49 H 8.938 -6.268 -23.917  C39 1.056
50 H 6.536 -9.130 -23.738  N40 1.051
51 H 7.199 -8.276 -22.625  N40 0.974
52 C 5.951 -11.173 -21.308  O53 1.424, H58 1.101, H59 1.068, H60 1.070
53 O 6.988 -12.062 -21.710  C52 1.424, C54 1.420
54 C 7.428 -12.140 -23.057  O53 1.420, C55 1.572, H61 1.078, H62 1.049
55 C 6.868 -13.466 -23.691  C54 1.572, C56 1.474, N57 1.432, H63 1.127
56 C 7.673 -14.587 -23.172  C55 1.474, H64 1.127, H65 1.118, H66 1.107
57 N 6.954 -13.305 -25.112  C55 1.432, H67 1.000, H68 1.050
58 H 4.949 -11.297 -21.745  C52 1.101
59 H 6.258 -10.154 -21.399  C52 1.068
60 H 5.758 -11.308 -20.265  C52 1.070
61 H 7.018 -11.305 -23.602  C54 1.078
62 H 8.476 -12.109 -23.071  C54 1.049
63 H 5.798 -13.736 -23.465  C55 1.127
64 H 8.784 -14.398 -23.150  C56 1.127
65 H 7.521 -15.540 -23.736  C56 1.118
66 H 7.364 -14.864 -22.146  C56 1.107
67 H 6.110 -13.576 -25.576  N57 1.000
68 H 7.092 -12.290 -25.341  N57 1.050
69 O 8.660 -10.182 -25.106  C70 1.457, H73 0.915
70 C 10.049 -10.460 -24.765  O69 1.457, C71 1.598, H74 1.049, H75 1.112
71 C 10.795 -9.046 -24.785  C70 1.598, O72 1.241, H76 1.047, H77 1.136
72 O 11.951 -9.378 -24.478  C71 1.241, H78 0.929
73 H 8.567 -9.340 -24.759  O69 0.915
74 H 10.080 -10.707 -23.746  C70 1.049
75 H 10.563 -11.228 -25.383  C70 1.112
76 H 10.414 -8.447 -24.016  C71 1.047
77 H 10.829 -8.380 -25.704  C71 1.136
78 H 12.429 -8.636 -24.189  O72 0.929

Values from the calculation:
Structure (SMILES): COC[C@H](C)N.COC[C@H](C)N.COC[C@H](C)N.COC[C@H](C)N.OCCO
Kohn-Sham gap: 9.27 eV
Net charge: 0
Lowest unoccupied orbital energy: 0.0255 Eh
HOMO level: -8.574 eV
ΔE to the lowest compared entry with this formula, charge and spin: 7.071 eV

Per-atom Mulliken charges, elementary charge units: -0.88 -0.14 -1.49 2.44 -1.30 -0.68 0.19 0.36 0.38 0.34 0.46 -0.96 0.25 0.25 0.39 0.27 0.33 -0.58 -0.27 -0.79 0.21 0.62 -0.67 0.37 0.03 0.36 0.37 0.09 0.40 -0.93 -0.46 0.30 0.30 0.23 -0.64 -0.39 -0.50 0.57 -1.78 -0.43 0.27 0.25 0.28 0.65 -0.05 0.39 0.51 0.47 0.22 0.21 0.14 -0.65 -0.29 0.39 0.57 -1.31 -0.73 0.30 0.16 0.27 -0.01 -0.17 0.28 0.10 0.39 0.31 0.26 0.23 -0.45 0.55 -0.37 -0.63 -0.02 -0.41 0.35 0.39 0.26 0.24



Computed, not measured: a cluster of 2 separate species, C4H6N3O in total, with ωB97M-V/def2-TZVPD.

Bonds (Å) are listed after each position.
Atoms and positions in Å:
1 C 0.875 0.923 1.522  C3 1.427, N5 1.354, H9 1.083
2 C -0.901 1.960 1.401  N5 1.317, N6 1.386, H10 1.051
3 C 0.504 0.857 0.146  C1 1.427, C4 1.399, N6 1.449
4 C 0.921 -0.015 -0.865  C3 1.399, H11 1.086, H12 1.046
5 N -0.010 1.592 2.298  C1 1.354, C2 1.317
6 N -0.769 1.547 0.085  C2 1.386, C3 1.449
7 N -0.844 -1.750 -1.174  O8 1.334, H14 1.021
8 O -1.618 -1.438 -0.134  N7 1.334, H13 1.014
9 H 1.738 0.516 2.035  C1 1.083
10 H -1.610 2.678 1.696  C2 1.051
11 H 0.363 0.125 -1.786  C4 1.086
12 H 1.843 -0.511 -0.843  C4 1.046
13 H -1.657 -0.426 -0.071  O8 1.014
14 H -0.012 -2.151 -0.737  N7 1.021

Values from the calculation:
Kohn-Sham gap (spin up / spin down): 6.79 / 8.18 eV
Net charge: -1
Lowest unoccupied orbital energy (spin up / spin down): 0.1603 / 0.1554 Eh
HOMO level (spin up / spin down): -2.430 / -3.951 eV
ΔE to the lowest compared entry with this formula, charge and spin: 1.694 eV

Per-atom natural (NBO) charges, elementary charge units: -0.08 0.13 -0.04 -0.42 -0.54 -0.60 -0.31 -0.62 0.17 0.15 0.22 0.18 0.50 0.27



Computed, not measured: a cluster of 2 separate species, C3HNO in total, with ωB97M-V/def2-TZVPD.

Bonds (Å) are listed after each position.
Atoms and positions in Å:
1 C -0.931 1.268 0.346  C3 1.289, N4 1.198
2 C -3.688 -0.389 -0.567  O5 1.136
3 C -0.009 0.367 0.373  C1 1.289, H6 1.062
4 N -1.852 1.999 0.116  C1 1.198
5 O -4.400 0.446 -0.273  C2 1.136
6 H -0.145 -0.685 0.434  C3 1.062

Values from the calculation:
Kohn-Sham gap (spin up / spin down): 7.77 / 7.81 eV
Net charge: 0
Lowest unoccupied orbital energy (spin up / spin down): -0.0847 / -0.0842 Eh
HOMO level (spin up / spin down): -10.076 / -10.098 eV
ΔE to the lowest compared entry with this formula, charge and spin: 3.340 eV

Per-atom natural (NBO) charges, elementary charge units: 0.02 0.49 -0.05 -0.18 -0.49 0.20



Number 1: E_tot -43967.447 eV. Number 2: E_tot -37715.124 eV. Number 3: E_tot -10759.630 eV. Number 4: E_tot -6659.667 eV.